1.
Formula: C7H9N3
Source: the OMol25 dataset
Level of theory: wB97M-V/def2-TZVPD

Calculated values
Net charge   0
E_LUMO (spin up / spin down)   -0.3 / -1.0 eV
Highest occupied orbital energy (spin up / spin down)   -0.3170 / -0.2884 Eh
Strongest force on any atom   3.0 eV Å⁻¹
Molecular weight   135.2 g mol⁻¹
Gap between HOMO and LUMO (spin up / spin down)   0.306 / 0.251 Ha

Each line ends with the Löwdin charge.
Positions of all 19 atoms, in Å:
C (-0.979, 0.650, 1.375)  -0.11
C (-0.697, -0.894, -1.337)  -0.15
C (-0.704, 1.480, 0.410)  0.07
C (0.005, 1.608, -0.755)  -0.41
C (-0.234, -0.580, 1.873)  -0.16
C (0.036, 0.316, -1.731)  -0.11
C (0.991, -1.059, 1.057)  -0.21
N (-0.218, -1.897, -0.694)  0.00
N (0.531, 2.681, -1.189)  0.14
N (0.687, -2.132, 0.132)  0.01
H (-1.837, 0.860, 2.008)  0.10
H (-1.707, -1.019, -1.695)  0.11
H (0.080, -0.377, 2.901)  0.11
H (-0.958, -1.402, 1.921)  0.12
H (1.104, 0.104, -1.813)  0.12
H (-0.336, 0.685, -2.691)  0.11
H (1.389, -0.182, 0.527)  0.11
H (1.755, -1.450, 1.730)  0.10
H (1.092, 2.608, -2.029)  0.05

Cartesian forces, eV/Å:
C -0.2 0.0 0.5
C -0.2 -0.2 -0.1
C -0.4 -0.8 1.3
C 0.4 -1.0 -2.8
C 0.3 -0.1 -0.2
C 0.5 1.3 0.6
C -0.3 0.6 0.6
N -1.3 -0.2 0.0
N 0.4 1.1 0.9
N 1.0 -0.2 -0.2
H -0.3 0.1 -0.1
H -0.1 -0.1 -0.2
H 0.0 0.0 0.0
H 0.1 0.1 0.1
H 0.0 -0.1 -0.2
H 0.1 -0.1 0.1
H 0.2 -0.2 0.0
H 0.0 0.1 -0.1
H -0.2 -0.4 -0.3

=====

2.
Formula: C23H25N3O6S2
Source: the OMol25 dataset
Level of theory: wB97M-V/def2-TZVPD

Calculated values
Net charge   0
E_LUMO   0.3 eV
Structure (SMILES)   CCOc1cc(NS(=O)(=O)c2ccc(NC(C)=O)cc2)c(OCC)cc1NC(=O)c1cccs1
Highest occupied orbital energy   -0.2836 Eh
Strongest force on any atom   0.9 eV Å⁻¹
Molecular weight   503.6 g mol⁻¹
Gap between HOMO and LUMO   0.294 Ha

Each line ends with the Löwdin charge.
Positions of all 59 atoms, in Å:
C (-0.172, -3.857, 2.720)  -0.05
C (-1.030, -4.308, 1.542)  -0.23
O (-1.517, -3.232, 0.756)  -0.06
C (-0.634, -2.505, 0.004)  -0.19
C (0.685, -2.848, -0.233)  0.04
C (1.509, -2.015, -0.974)  -0.26
N (2.874, -2.341, -1.067)  -0.03
S (3.691, -2.062, 0.386)  0.68
O (3.116, -2.912, 1.386)  -0.28
O (5.090, -2.175, 0.102)  -0.28
C (3.253, -0.363, 0.722)  -0.28
C (2.087, -0.088, 1.409)  -0.04
C (1.646, 1.217, 1.525)  0.02
C (2.383, 2.249, 0.944)  -0.21
N (1.986, 3.583, 1.006)  0.12
C (0.900, 4.133, 1.640)  -0.51
C (0.842, 5.635, 1.462)  0.00
O (0.084, 3.503, 2.267)  0.08
C (3.567, 1.954, 0.261)  -0.01
C (3.996, 0.647, 0.143)  -0.05
C (1.013, -0.826, -1.521)  -0.21
O (1.934, -0.054, -2.180)  -0.06
C (1.511, 1.144, -2.803)  -0.24
C (0.782, 0.904, -4.121)  -0.05
C (-0.320, -0.501, -1.327)  0.07
C (-1.140, -1.320, -0.562)  -0.12
N (-2.476, -1.018, -0.303)  0.14
C (-3.222, 0.022, -0.765)  -0.47
O (-2.816, 0.890, -1.519)  0.07
C (-4.610, 0.032, -0.280)  -0.43
C (-5.550, 0.971, -0.612)  -0.10
C (-6.800, 0.741, -0.007)  -0.18
C (-6.801, -0.368, 0.778)  -0.40
S (-5.278, -1.156, 0.797)  1.06
H (0.792, -3.474, 2.393)  0.05
H (0.001, -4.703, 3.379)  0.08
H (-0.691, -3.080, 3.277)  0.08
H (-1.943, -4.790, 1.906)  0.12
H (-0.486, -5.023, 0.915)  0.12
H (1.131, -3.739, 0.172)  0.12
H (3.338, -1.838, -1.812)  0.12
H (1.534, -0.901, 1.850)  0.12
H (0.735, 1.445, 2.052)  0.11
H (2.602, 4.226, 0.528)  0.14
H (-0.029, 6.020, 1.984)  0.08
H (0.765, 5.885, 0.406)  0.08
H (1.738, 6.098, 1.870)  0.08
H (4.142, 2.753, -0.185)  0.11
H (4.901, 0.394, -0.386)  0.12
H (0.892, 1.732, -2.116)  0.12
H (2.442, 1.689, -2.986)  0.12
H (-0.149, 0.367, -3.956)  0.07
H (1.407, 0.317, -4.789)  0.08
H (0.557, 1.857, -4.591)  0.08
H (-0.751, 0.400, -1.726)  0.10
H (-2.917, -1.697, 0.305)  0.09
H (-5.330, 1.792, -1.270)  0.12
H (-7.660, 1.371, -0.149)  0.10
H (-7.608, -0.777, 1.353)  0.06

Cartesian forces, eV/Å:
C -0.2 0.0 -0.4
C 0.1 -0.3 0.4
O -0.1 0.3 -0.3
C 0.1 0.2 -0.1
C -0.4 0.1 -0.1
C -0.8 0.3 -0.2
N 0.7 -0.2 0.6
S 0.2 0.2 -0.2
O -0.3 0.2 0.0
O 0.0 0.3 -0.2
C 0.2 -0.7 0.0
C 0.1 0.0 0.1
C -0.1 0.1 0.1
C 0.0 -0.4 0.0
N 0.3 0.2 -0.2
C 0.1 0.4 -0.1
C -0.2 0.0 0.1
O -0.2 -0.1 0.1
C -0.1 -0.1 0.0
C 0.1 0.1 0.0
C 0.2 -0.4 0.1
O -0.2 -0.5 0.2
C -0.1 0.3 -0.3
C 0.2 -0.1 0.4
C 0.1 0.2 -0.1
C 0.4 -0.1 0.0
N -0.1 -0.4 0.3
C 0.2 0.1 -0.1
O 0.0 0.0 0.0
C -0.7 0.0 0.3
C 0.5 -0.2 0.0
C -0.1 -0.1 0.1
C 0.3 -0.2 0.1
S -0.2 0.5 -0.3
H 0.1 0.0 0.0
H 0.0 -0.1 0.1
H 0.0 0.0 0.1
H 0.2 0.0 -0.1
H -0.1 0.0 0.0
H 0.0 -0.1 0.1
H 0.2 0.1 -0.1
H -0.2 -0.1 0.1
H 0.0 0.0 0.0
H -0.2 -0.1 0.1
H 0.0 0.0 0.0
H 0.0 0.1 -0.1
H 0.1 0.1 0.0
H 0.1 0.1 0.0
H 0.1 0.1 -0.1
H 0.1 0.0 0.0
H -0.2 0.0 0.1
H -0.1 0.0 0.0
H 0.0 0.0 -0.1
H 0.0 0.1 -0.1
H 0.0 0.0 0.0
H 0.1 0.1 -0.1
H 0.1 0.1 -0.1
H -0.2 0.1 0.0
H -0.2 0.0 0.1

=====

3.
Formula: C39H44BIrN4O2S2Se
Source: the OMol25 dataset
Level of theory: wB97M-V/def2-TZVPD

Calculated values
Net charge   +3
E_LUMO (spin up / spin down)   -10.6 / -11.3 eV
Multiplicity   2
Highest occupied orbital energy (spin up / spin down)   -0.5804 / -0.5689 Eh
Strongest force on any atom   2.5 eV Å⁻¹
Molecular weight   946.9 g mol⁻¹
Gap between HOMO and LUMO (spin up / spin down)   0.189 / 0.154 Ha

Each line ends with the Löwdin charge.
Positions of all 94 atoms, in Å:
Ir (0.007, -0.177, -0.695)  0.64
S (-1.495, -1.869, -1.526)  0.80
C (-2.668, -1.000, -2.420)  -0.57
N (-3.599, -1.644, -3.079)  -0.04
C (-4.689, -0.879, -3.690)  -0.06
C (-4.142, 0.391, -4.293)  -0.06
N (-3.380, 1.131, -3.286)  -0.05
C (-3.387, 2.597, -3.327)  -0.10
C (-4.207, 3.189, -2.198)  -0.25
C (-3.661, 4.152, -1.357)  -0.06
C (-4.431, 4.708, -0.347)  -0.05
C (-5.746, 4.304, -0.167)  -0.04
C (-6.298, 3.346, -1.010)  -0.05
C (-5.531, 2.791, -2.019)  -0.04
C (-2.657, 0.468, -2.421)  -0.56
S (-1.705, 1.349, -1.296)  0.82
C (-3.692, -3.112, -3.149)  -0.09
C (-4.703, -3.679, -2.176)  -0.22
C (-4.306, -4.058, -0.894)  -0.05
C (-5.222, -4.609, -0.013)  -0.05
C (-6.542, -4.790, -0.406)  -0.04
C (-6.942, -4.419, -1.684)  -0.04
C (-6.027, -3.862, -2.564)  -0.04
H (-5.447, -0.664, -2.931)  0.16
H (-5.147, -1.483, -4.470)  0.15
H (-4.960, 1.009, -4.654)  0.15
H (-3.486, 0.164, -5.140)  0.16
H (-3.796, 2.893, -4.293)  0.15
H (-2.359, 2.965, -3.275)  0.12
H (-2.641, 4.490, -1.506)  0.12
H (-4.006, 5.463, 0.300)  0.12
H (-6.345, 4.735, 0.624)  0.12
H (-7.329, 3.041, -0.887)  0.12
H (-5.976, 2.066, -2.693)  0.11
H (-2.705, -3.535, -2.968)  0.10
H (-3.987, -3.361, -4.169)  0.15
H (-3.272, -3.943, -0.591)  0.08
H (-4.907, -4.904, 0.978)  0.12
H (-7.256, -5.226, 0.278)  0.12
H (-7.966, -4.569, -1.996)  0.12
H (-6.352, -3.588, -3.561)  0.12
O (2.755, 1.130, -1.389)  0.16
B (1.825, 0.139, -1.627)  -0.68
O (2.346, -0.851, -2.432)  0.16
C (3.643, -0.490, -2.681)  -0.19
C (4.628, -1.178, -3.361)  0.04
C (5.872, -0.571, -3.414)  -0.03
C (6.114, 0.671, -2.808)  -0.03
C (5.131, 1.343, -2.099)  0.02
C (3.893, 0.736, -2.048)  -0.19
H (4.434, -2.141, -3.814)  0.14
H (6.682, -1.070, -3.928)  0.12
H (7.098, 1.112, -2.898)  0.12
H (5.314, 2.290, -1.609)  0.13
C (1.996, 0.586, 5.407)  -0.09
C (1.024, 1.762, 5.308)  -0.23
C (1.454, 2.871, 4.348)  -0.17
C (1.330, 2.537, 2.858)  -0.13
N (2.323, 1.576, 2.375)  0.00
C (2.101, 0.327, 1.925)  -0.59
Se (0.377, -0.407, 1.740)  0.87
N (3.276, -0.246, 1.572)  0.02
C (3.538, -1.607, 1.087)  -0.11
C (4.215, -2.509, 2.134)  -0.16
C (3.402, -2.875, 3.374)  -0.24
C (2.192, -3.766, 3.105)  -0.09
C (4.276, 0.688, 1.761)  -0.13
C (5.643, 0.636, 1.505)  0.02
C (6.367, 1.779, 1.766)  -0.03
C (5.755, 2.948, 2.254)  -0.02
C (4.402, 3.006, 2.506)  0.03
C (3.670, 1.845, 2.265)  -0.12
H (1.783, -0.004, 6.297)  0.09
H (3.028, 0.934, 5.478)  0.09
H (1.909, -0.085, 4.550)  0.03
H (0.933, 2.214, 6.297)  0.12
H (0.025, 1.403, 5.041)  0.11
H (2.481, 3.169, 4.573)  0.11
H (0.816, 3.740, 4.513)  0.13
H (1.460, 3.453, 2.277)  0.14
H (0.339, 2.137, 2.652)  0.08
H (4.213, -1.510, 0.234)  0.13
H (2.604, -2.041, 0.734)  0.10
H (5.137, -2.017, 2.452)  0.11
H (4.499, -3.429, 1.618)  0.13
H (3.105, -1.970, 3.913)  0.09
H (4.070, -3.418, 4.044)  0.12
H (1.372, -3.225, 2.637)  0.03
H (1.809, -4.173, 4.040)  0.08
H (2.461, -4.600, 2.454)  0.09
H (6.116, -0.255, 1.115)  0.13
H (7.433, 1.784, 1.582)  0.13
H (6.360, 3.827, 2.427)  0.13
H (3.933, 3.914, 2.858)  0.13

Cartesian forces, eV/Å:
Ir -2.5 0.1 0.6
S 1.4 1.0 0.2
C -0.4 -1.2 -0.4
N 0.5 0.7 0.3
C -0.3 0.4 -0.1
C -0.3 -0.4 -0.2
N 0.6 -0.6 0.4
C -0.2 0.8 0.0
C -0.1 -0.1 0.2
C 0.1 -0.1 -0.1
C -0.1 0.0 0.1
C 0.1 0.0 0.0
C 0.0 0.0 0.1
C 0.1 0.0 -0.1
C -0.4 1.2 -0.4
S 1.4 -0.8 0.4
C -0.2 -0.7 0.2
C 0.0 0.1 0.1
C 0.1 0.1 -0.1
C 0.0 0.0 0.0
C 0.0 0.0 -0.1
C 0.0 0.0 0.1
C 0.0 0.1 -0.1
H 0.0 -0.1 0.0
H 0.0 -0.1 0.0
H 0.0 0.1 0.1
H 0.0 0.2 0.0
H 0.0 -0.1 0.0
H 0.0 -0.1 0.0
H 0.0 0.0 0.0
H 0.0 0.0 0.0
H 0.0 0.0 0.0
H 0.0 0.0 0.0
H -0.1 0.0 0.0
H 0.0 0.1 0.0
H 0.1 0.1 0.0
H 0.0 -0.1 0.0
H 0.0 0.0 0.0
H 0.0 0.0 0.0
H 0.0 0.0 0.0
H 0.0 -0.1 0.0
O -0.8 0.4 0.4
B 0.5 -0.5 0.2
O -0.7 -0.3 0.1
C 0.6 0.7 0.3
C -0.2 -0.1 0.0
C 0.1 0.1 0.1
C 0.0 -0.1 -0.1
C -0.2 0.2 0.2
C 0.3 -0.7 -0.5
H 0.0 0.0 0.0
H 0.0 0.0 0.0
H 0.0 0.0 0.0
H 0.0 0.0 0.0
C -0.2 0.1 0.0
C 0.2 0.0 0.0
C -0.1 -0.3 -0.1
C -0.1 0.4 0.3
N -0.1 -0.3 -0.3
C 0.5 0.1 0.0
Se 0.4 -0.1 -1.2
N -0.4 0.2 0.2
C 0.1 -0.5 0.1
C -0.1 0.2 0.1
C -0.1 -0.1 -0.1
C 0.1 0.1 0.0
C -0.1 0.3 0.2
C 0.2 -0.1 -0.1
C 0.0 -0.2 -0.1
C -0.2 0.1 0.0
C 0.0 0.1 0.1
C 0.2 -0.2 -0.1
H 0.0 0.0 0.0
H 0.0 0.0 0.0
H 0.1 -0.1 0.0
H -0.1 0.0 0.0
H 0.0 0.0 0.0
H 0.0 0.1 0.0
H 0.1 0.1 0.0
H 0.0 -0.1 -0.1
H 0.0 0.0 -0.1
H -0.1 0.1 -0.1
H -0.1 0.1 0.0
H 0.1 -0.1 -0.1
H 0.1 0.1 -0.1
H 0.0 0.0 0.0
H 0.1 0.1 0.0
H -0.1 0.1 -0.2
H 0.0 0.0 0.0
H 0.0 0.0 0.0
H 0.0 0.0 0.0
H 0.0 0.0 0.0
H 0.0 0.0 0.0
H 0.0 0.0 0.0

=====

In order of appearance, relative energy (zero: lowest compared OMol25 entry of this formula, charge and spin) = 145.4, 2.6, 33.4 kcal/mol.